{"formula": "C50H124N14O11", "method": "ωB97M-V/def2-TZVPD", "homo_energy_ev": -8.368, "relative_energy_ev": 1.019, "smiles": "CC1(C)CCCC(C)(C)N1O.CC1(C)CCCC(C)(C)N1O.CC1(C)CCCC(C)(C)N1O.COC[C@H](C)N.COC[C@H](C)N.COC[C@H](C)N.COC[C@H](C)N.COC[C@H](C)N.NC(N)=O.NC(N)=O.NC(N)=O", "energy_ha": -3573.50845, "gap_ev": 8.57, "symbols": ["C", "C", "C", "C", "C", "C", "N", "O", "C", "C", "C", "H", "H", "H", "H", "H", "H", "H", "H", "H", "H", "H", "H", "H", "H", "H", "H", "H", "H", "H", "C", "C", "C", "C", "C", "C", "N", "O", "C", "C", "C", "H", "H", "H", "H", "H", "H", "H", "H", "H", "H", "H", "H", "H", "H", "H", "H", "H", "H", "H", "C", "C", "C", "C", "C", "C", "N", "O", "C", "C", "C", "H", "H", "H", "H", "H", "H", "H", "H", "H", "H", "H", "H", "H", "H", "H", "H", "H", "H", "H", "C", "C", "C", "O", "C", "N", "H", "H", "H", "H", "H", "H", "H", "H", "H", "H", "H", "C", "C", "C", "O", "C", "N", "H", "H", "H", "H", "H", "H", "H", "H", "H", "H", "H", "C", "C", "C", "O", "C", "N", "H", "H", "H", "H", "H", "H", "H", "H", "H", "H", "H", "C", "C", "C", "O", "C", "N", "H", "H", "H", "H", "H", "H", "H", "H", "H", "H", "H", "C", "C", "C", "O", "C", "N", "H", "H", "H", "H", "H", "H", "H", "H", "H", "H", "H", "C", "O", "N", "N", "H", "H", "H", "H", "C", "O", "N", "N", "H", "H", "H", "H", "C", "O", "N", "N", "H", "H", "H", "H"], "xyz": [[3.15, -2.48, -0.56], [2.42, -1.32, 0.15], [2.01, -0.37, -0.99], [0.91, 0.61, -0.57], [-0.32, -0.18, -0.16], [0.00, -1.15, 0.96], [1.16, -1.95, 0.62], [1.44, -3.00, 1.52], [0.20, -0.38, 2.29], [-1.21, -2.05, 1.25], [3.26, -0.66, 1.24], [2.53, -2.78, -1.40], [3.28, -3.33, 0.11], [4.13, -2.16, -0.94], [2.79, 0.18, -1.50], [1.46, -1.01, -1.69], [0.58, 1.34, -1.31], [1.32, 1.22, 0.24], [-0.77, -0.73, -1.00], [-1.10, 0.49, 0.22], [0.57, -1.09, 3.03], [0.91, 0.45, 2.21], [-0.74, 0.06, 2.64], [-0.93, -2.81, 1.98], [-2.06, -1.56, 1.70], [-1.45, -2.49, 0.28], [4.32, -0.69, 0.98], [3.13, -1.18, 2.20], [2.90, 0.34, 1.47], [1.35, -3.76, 0.93], [-2.04, 0.49, -7.46], [-1.74, -0.14, -6.10], [-1.44, 1.00, -5.12], [-1.89, 0.82, -3.67], [-3.32, 0.32, -3.73], [-3.35, -1.08, -4.34], [-2.90, -0.97, -5.73], [-2.93, -2.19, -6.39], [-2.50, -2.09, -3.54], [-4.83, -1.49, -4.40], [-0.43, -0.94, -6.19], [-2.96, 1.07, -7.39], [-2.11, -0.30, -8.20], [-1.20, 1.15, -7.72], [-0.36, 1.17, -5.11], [-1.83, 1.97, -5.45], [-1.73, 1.73, -3.09], [-1.28, 0.09, -3.12], [-3.86, 1.06, -4.34], [-3.80, 0.24, -2.76], [-1.66, -2.51, -4.10], [-2.20, -1.84, -2.52], [-3.19, -2.92, -3.30], [-4.84, -2.47, -4.89], [-5.16, -1.68, -3.38], [-5.39, -0.83, -5.04], [-0.07, -1.17, -5.18], [0.32, -0.48, -6.83], [-0.55, -1.95, -6.60], [-2.14, -2.71, -6.13], [4.51, 0.67, -4.70], [3.88, 0.29, -6.07], [2.87, 1.44, -6.34], [3.52, 2.77, -6.76], [4.46, 2.51, -7.91], [5.58, 1.49, -7.61], [4.87, 0.31, -7.13], [5.77, -0.80, -6.96], [6.23, 1.18, -8.96], [6.61, 2.17, -6.68], [3.06, -0.97, -6.02], [4.94, 1.67, -4.71], [5.21, -0.04, -4.27], [3.65, 0.66, -4.03], [2.14, 1.17, -7.10], [2.45, 1.71, -5.37], [4.07, 3.15, -5.90], [2.76, 3.54, -6.95], [5.01, 3.43, -8.16], [3.92, 2.19, -8.81], [5.50, 1.06, -9.75], [6.66, 2.14, -9.26], [7.05, 0.48, -8.82], [7.22, 1.42, -6.16], [7.26, 2.78, -7.30], [6.14, 2.85, -5.98], [2.26, -1.03, -5.29], [3.76, -1.78, -5.79], [2.63, -1.14, -7.01], [5.67, -1.32, -7.77], [-5.95, 5.21, 5.51], [-6.55, 4.61, 4.23], [-5.57, 4.44, 3.10], [-6.13, 3.68, 2.09], [-5.21, 3.38, 1.08], [-7.07, 3.25, 4.58], [-6.49, 6.13, 5.79], [-4.98, 5.70, 5.31], [-5.88, 4.54, 6.35], [-7.37, 5.26, 3.91], [-4.69, 3.88, 3.48], [-5.20, 5.43, 2.81], [-4.59, 2.50, 1.33], [-4.57, 4.25, 0.88], [-5.75, 3.09, 0.18], [-6.96, 2.66, 3.74], [-8.07, 3.31, 4.74], [1.42, 3.98, 0.02], [1.00, 5.43, 0.05], [0.96, 5.95, 1.46], [-0.14, 5.42, 2.15], [-0.14, 5.79, 3.50], [1.94, 6.28, -0.70], [0.72, 3.29, 0.49], [2.36, 3.80, 0.56], [1.55, 3.65, -1.02], [0.03, 5.58, -0.44], [0.87, 7.05, 1.46], [1.87, 5.73, 2.03], [0.66, 5.32, 4.07], [-1.06, 5.37, 3.93], [-0.22, 6.87, 3.67], [1.64, 7.24, -0.58], [1.96, 6.04, -1.68], [-7.85, -5.82, 2.07], [-7.03, -5.68, 0.83], [-7.00, -4.25, 0.25], [-6.36, -3.38, 1.16], [-6.25, -2.03, 0.70], [-5.62, -6.21, 1.01], [-7.23, -5.52, 2.92], [-8.23, -6.81, 2.29], [-8.65, -5.07, 2.10], [-7.45, -6.18, -0.06], [-8.03, -3.91, 0.08], [-6.43, -4.27, -0.68], [-5.80, -1.88, -0.28], [-5.70, -1.59, 1.52], [-7.21, -1.49, 0.75], [-5.08, -5.38, 1.31], [-5.26, -6.33, 0.06], [2.69, -2.49, 6.57], [2.67, -2.96, 5.12], [3.60, -4.15, 5.06], [3.79, -4.57, 3.69], [4.54, -3.66, 2.92], [1.34, -3.44, 4.69], [1.91, -2.98, 7.15], [2.56, -1.41, 6.71], [3.62, -2.82, 7.05], [3.05, -2.19, 4.45], [3.14, -5.00, 5.57], [4.63, -4.02, 5.42], [3.95, -2.79, 2.62], [4.85, -4.20, 2.03], [5.42, -3.28, 3.45], [0.87, -2.76, 4.10], [1.57, -4.20, 4.05], [3.32, 2.31, 3.97], [4.37, 3.29, 3.49], [5.68, 3.41, 4.25], [5.29, 3.57, 5.63], [6.31, 3.90, 6.52], [4.66, 2.98, 2.07], [2.37, 2.58, 3.50], [3.01, 2.62, 4.98], [3.67, 1.29, 3.98], [3.95, 4.30, 3.56], [6.27, 4.27, 3.88], [6.36, 2.54, 4.25], [6.83, 2.99, 6.87], [5.87, 4.42, 7.37], [7.06, 4.56, 6.07], [5.31, 2.22, 1.98], [4.83, 3.75, 1.45], [2.13, -5.98, 0.09], [2.89, -6.06, -0.88], [2.61, -5.98, 1.40], [0.75, -5.79, -0.05], [3.58, -6.12, 1.57], [1.92, -5.87, 2.11], [0.43, -5.82, -1.00], [0.09, -5.84, 0.70], [-2.29, -2.70, 6.44], [-3.26, -1.92, 6.31], [-0.95, -2.43, 6.25], [-2.55, -3.91, 7.06], [-0.22, -3.12, 6.32], [-0.76, -1.57, 5.75], [-1.86, -4.53, 7.44], [-3.45, -3.95, 7.49], [-5.42, 0.23, 3.88], [-6.32, 0.53, 3.05], [-5.11, 1.01, 4.98], [-4.90, -1.06, 3.86], [-4.53, 0.67, 5.72], [-5.65, 1.89, 4.97], [-5.03, -1.62, 3.04], [-4.15, -1.35, 4.46]]}